(1)
This record from the Open Molecules 2025 dataset describes a 3-piece molecular cluster, C17H45N3O5PS overall. The level of theory is ωB97M-V with the def2-TZVPD basis set.

Structure (XYZ):
```
72
Properties=species:S:1:pos:R:3
C 1.951 3.902 0.803
C 1.676 3.017 -0.420
O 1.752 3.738 -1.648
C 0.281 2.392 -0.443
O 0.340 0.931 -0.529
P 0.226 -0.023 0.700
C 0.313 0.818 2.264
C -1.002 1.532 2.654
C -0.782 2.789 3.522
S -1.691 4.252 2.975
C 1.440 -1.328 0.563
C 2.730 -0.970 -0.176
O 3.154 -2.210 -0.732
C 3.802 -0.401 0.754
N 3.966 -1.235 1.946
H 1.098 3.927 1.481
H 2.792 3.515 1.378
H 2.186 4.919 0.505
H 2.404 2.202 -0.471
H 2.472 4.366 -1.609
H -0.351 2.707 0.382
H -0.198 2.712 -1.365
H -1.029 -0.625 0.644
H 0.517 0.014 2.977
H 1.177 1.485 2.294
H -1.624 0.826 3.199
H -1.567 1.822 1.767
H -1.122 2.609 4.538
H 0.277 3.038 3.577
H -0.870 4.589 1.977
H 1.681 -1.654 1.576
H 0.963 -2.158 0.042
H 2.552 -0.260 -0.986
H 3.730 -2.039 -1.477
H 4.732 -0.406 0.186
H 3.605 0.651 0.997
H 3.490 -0.831 2.741
H 4.939 -1.285 2.210
C -3.611 1.843 -5.662
C -2.610 1.939 -4.516
C -3.225 2.414 -3.193
O -3.498 3.794 -3.121
C -4.730 4.206 -3.690
N -1.474 2.760 -4.941
H -3.851 2.826 -6.067
H -3.190 1.255 -6.475
H -4.540 1.368 -5.342
H -2.228 0.930 -4.328
H -2.493 2.228 -2.397
H -4.125 1.834 -2.948
H -5.507 3.451 -3.539
H -4.636 4.413 -4.758
H -5.029 5.123 -3.186
H -0.739 2.732 -4.241
H -1.774 3.730 -4.970
C 0.128 -5.058 3.578
C 0.707 -4.477 2.293
C 0.087 -5.052 1.012
O 0.524 -6.344 0.679
C -0.159 -7.412 1.315
N 2.165 -4.593 2.326
H 0.521 -6.055 3.775
H 0.399 -4.434 4.429
H -0.961 -5.122 3.534
H 0.474 -3.402 2.291
H 0.396 -4.422 0.170
H -1.012 -5.022 1.062
H -1.219 -7.178 1.450
H 0.282 -7.658 2.283
H -0.071 -8.282 0.667
H 2.580 -4.098 1.540
H 2.407 -5.568 2.175
```

Computed properties:
Electronic energy = -1954.43253 hartree
Highest occupied orbital energy = -11.101 eV
Charge = +1
M = 434.60 g mol⁻¹
E_LUMO = -0.094 Eh
HOMO-LUMO gap = 8.5 eV



(2)
This record from the Open Molecules 2025 dataset describes one molecule with the formula C5H11NO4 in a non-equilibrium geometry. The level of theory is ωB97M-V with the def2-TZVPD basis set.

Structure (XYZ):
```
21
Properties=species:S:1:pos:R:3
C 1.577 1.408 0.159
C 0.635 0.215 -0.070
C 0.936 -0.428 -1.354
C 0.930 -0.861 1.066
O -0.025 -1.876 1.016
C -0.819 0.712 0.178
O -1.117 1.651 0.782
N -2.117 -0.454 -0.162
O -2.361 -0.368 -1.520
O -3.125 0.167 0.578
H 1.754 2.056 -0.639
H 2.525 1.001 0.530
H 1.126 2.088 0.825
H 1.932 -0.896 -1.366
H 0.208 -1.169 -1.413
H 0.799 0.246 -2.190
H 1.177 -0.368 2.100
H 1.852 -1.443 0.952
H -0.742 -1.278 1.352
H -2.390 -1.294 -1.840
H -2.756 0.890 1.020
```

Computed properties:
Electronic energy = -552.64771 hartree
Highest occupied orbital energy = -9.175 eV
M = 149.15 g mol⁻¹
Energy relative to the best compared isomer or geometry (same formula, charge and spin) = 6.291 eV
E_LUMO = 0.018 Eh
SMILES = CC(C)(CO)C(=O)N(O)O
HOMO-LUMO gap = 9.7 eV



(3)
This record from the Open Molecules 2025 dataset describes C24H42NOP3Sn as an isolated structure in a non-equilibrium geometry. The level of theory is ωB97M-V with the def2-TZVPD basis set.

Structure (XYZ):
```
72
Properties=species:S:1:pos:R:3
Sn 0.848 -1.454 0.076
P 1.674 0.098 1.980
P -2.338 0.651 0.286
P -0.489 3.070 -0.562
H 1.316 -3.876 -1.006
C 1.812 -2.900 -0.935
C 2.540 -2.594 0.323
H 2.533 -3.341 1.123
C 2.358 -0.836 3.386
C 0.372 1.164 2.670
C 3.018 1.210 1.460
C -2.914 -0.117 -1.289
C -3.007 -0.599 1.463
C -3.635 1.955 0.483
C 1.160 3.717 -1.047
C -1.346 4.677 -0.246
C -1.183 2.762 -2.242
H 2.268 -2.561 -1.875
H 3.508 -2.089 0.251
H 2.869 -1.737 3.029
H 1.549 -1.132 4.066
H 3.077 -0.201 3.921
H -0.382 0.552 3.184
H -0.124 1.736 1.869
H 0.817 1.867 3.391
H 3.633 0.716 0.695
H 3.649 1.434 2.332
H 2.615 2.143 1.045
H -3.853 0.352 -1.610
H -3.073 -1.190 -1.130
H -2.155 0.016 -2.067
H -3.999 -0.284 1.810
H -2.335 -0.684 2.327
H -3.081 -1.581 0.977
H -4.120 2.165 -0.478
H -3.183 2.875 0.872
H -4.386 1.603 1.200
H 1.183 4.809 -0.928
H 1.388 3.428 -2.085
H 1.922 3.273 -0.395
H -0.927 5.446 -0.907
H -1.173 4.967 0.799
H -2.425 4.581 -0.416
H -0.693 3.435 -2.959
H -2.262 2.956 -2.246
H -1.011 1.718 -2.536
C 2.742 1.413 -4.110
C 2.634 0.405 -5.088
C 3.767 0.099 -5.843
C 4.969 0.788 -5.647
C 5.049 1.787 -4.660
C 3.965 2.036 -3.812
O 1.632 1.943 -3.509
H 0.865 1.604 -3.881
H 1.662 -0.042 -5.322
H 3.719 -0.718 -6.554
H 5.861 0.538 -6.240
H 5.979 2.343 -4.512
H 3.999 2.765 -2.998
N -0.302 -2.911 1.399
C -1.095 -3.498 2.043
C -2.138 -4.071 2.816
C -2.131 -3.959 4.221
C -3.223 -4.407 4.968
C -4.327 -4.986 4.332
C -4.325 -5.133 2.940
C -3.238 -4.686 2.184
H -1.269 -3.502 4.712
H -3.213 -4.297 6.054
H -5.185 -5.323 4.918
H -5.177 -5.593 2.436
H -3.233 -4.793 1.097
```

Computed properties:
Electronic energy = -2306.40240 hartree
Highest occupied orbital energy (spin up / spin down) = -18.632 / -18.631 eV
Charge = +4
M = 572.24 g mol⁻¹
Energy relative to the best compared isomer or geometry (same formula, charge and spin) = 0.000 eV
E_LUMO (spin up / spin down) = -0.494 / -0.515 Eh
HOMO-LUMO gap (spin up / spin down) = 5.2 / 4.6 eV



(4)
This record from the Open Molecules 2025 dataset describes a 9-piece molecular cluster, C16H50O17 overall in a non-equilibrium geometry. The level of theory is ωB97M-V with the def2-TZVPD basis set.

Structure (XYZ):
```
83
Properties=species:S:1:pos:R:3
O -2.433 1.405 2.781
C -1.373 1.198 3.691
C -1.500 -0.023 4.607
O -2.450 0.236 5.645
H -2.516 0.624 2.207
H -0.465 0.984 3.107
H -1.196 2.103 4.266
H -0.489 -0.098 5.007
H -1.827 -0.886 4.029
H -2.114 -0.113 6.474
O -5.082 -0.431 -1.112
C -4.298 -0.212 0.066
C -3.397 -1.402 0.276
O -2.404 -1.060 1.241
H -5.554 0.386 -1.292
H -3.745 0.732 0.006
H -4.984 -0.108 0.917
H -2.881 -1.656 -0.658
H -3.967 -2.256 0.655
H -1.648 -1.663 1.182
O -0.247 4.411 1.673
C -1.286 4.090 0.758
C -1.412 2.612 0.431
O -0.497 2.245 -0.574
H -0.373 3.894 2.478
H -2.241 4.471 1.140
H -1.045 4.680 -0.126
H -2.451 2.345 0.207
H -1.158 2.083 1.366
H -0.731 1.370 -0.953
O 4.293 0.390 0.114
C 4.469 1.744 0.577
C 3.166 2.517 0.698
O 2.503 2.089 1.880
H 3.550 0.032 0.623
H 4.905 1.713 1.578
H 5.166 2.177 -0.142
H 2.567 2.490 -0.217
H 3.386 3.575 0.854
H 2.051 1.252 1.711
O 1.990 0.484 -2.292
C 2.201 -0.208 -3.511
C 3.476 0.247 -4.174
O 3.439 1.681 -4.333
H 2.049 1.426 -2.521
H 2.384 -1.256 -3.248
H 1.305 -0.148 -4.130
H 3.591 -0.211 -5.159
H 4.348 0.038 -3.552
H 3.801 1.900 -5.193
O 1.902 -1.016 2.618
C 2.226 -2.385 2.803
C 3.094 -2.848 1.671
O 2.437 -2.609 0.412
H 1.567 -0.965 1.704
H 2.823 -2.451 3.717
H 1.355 -3.018 3.007
H 3.285 -3.927 1.769
H 4.073 -2.368 1.726
H 3.087 -2.613 -0.295
O -0.413 -2.596 -2.143
C -0.240 -3.888 -1.599
C -0.814 -3.918 -0.198
O -0.303 -2.919 0.656
H 0.127 -2.504 -2.936
H -0.764 -4.685 -2.149
H 0.802 -4.230 -1.602
H -0.594 -4.932 0.174
H -1.904 -3.919 -0.250
H 0.689 -3.015 0.654
O -2.183 2.657 -3.237
C -3.070 1.570 -2.934
C -2.372 0.235 -2.999
O -1.229 0.131 -2.125
H -1.317 2.369 -2.918
H -3.432 1.751 -1.920
H -3.892 1.525 -3.645
H -2.092 -0.129 -3.995
H -3.075 -0.555 -2.693
H -1.081 -0.821 -2.020
O 0.910 0.103 0.281
H 1.278 0.567 -0.503
H 0.241 -0.491 -0.084
```

Computed properties:
Electronic energy = -1918.55571 hartree
Highest occupied orbital energy = -8.757 eV
M = 514.56 g mol⁻¹
Energy relative to the best compared isomer or geometry (same formula, charge and spin) = 1.509 eV
E_LUMO = -0.004 Eh
SMILES = OCCO.OCCO.OCCO.OCCO.OCCO.OCCO.OCCO.OCCO.O
HOMO-LUMO gap = 8.6 eV